Entry 1:
The following is a DFT calculation (ωB97M-V/def2-TZVPD) of a cluster of 6 separate species, C30H23BN5O16 in total in a non-equilibrium geometry.

```
75
Properties=species:S:1:pos:R:3
O 3.28 -3.08 -0.27
C 2.24 -2.97 -0.88
O 1.48 -1.99 -1.12
B 0.40 -2.23 -2.14
O 0.66 -3.59 -2.60
C 1.70 -4.11 -1.83
O 2.26 -5.17 -2.08
O 0.43 -1.18 -3.17
C -0.84 -0.64 -3.32
O -1.14 0.20 -4.18
C -1.67 -1.23 -2.20
O -0.94 -2.14 -1.49
O -2.89 -1.06 -2.01
C -5.77 -0.53 -3.12
C -5.01 0.37 -3.88
N -4.34 1.11 -4.53
H -5.21 -0.72 -2.21
H -6.06 -1.39 -3.72
H -6.69 -0.04 -2.80
C 0.06 3.21 -1.43
C 0.97 4.08 -0.80
C 1.53 3.78 0.40
C 1.22 2.57 1.00
C 0.33 1.70 0.45
C -0.26 1.98 -0.84
N 1.69 2.16 2.31
O 2.16 1.03 2.32
O 1.77 2.98 3.24
H -0.49 3.51 -2.31
H 1.40 4.90 -1.36
H 2.23 4.34 0.99
H -0.03 0.81 0.94
H -0.95 1.27 -1.27
C -3.32 -3.53 1.70
C -3.22 -3.93 3.03
C -2.10 -3.74 3.79
C -0.87 -3.39 3.16
C -0.91 -3.13 1.86
C -2.07 -3.20 1.12
N 0.42 -3.31 3.99
O 1.50 -3.34 3.46
O 0.32 -2.97 5.18
H -4.15 -3.69 1.03
H -4.20 -4.25 3.36
H -2.08 -4.01 4.84
H 0.02 -2.82 1.42
H -2.18 -2.97 0.07
C -3.36 0.31 2.56
C -3.25 1.55 3.21
C -3.38 2.67 2.50
C -3.34 2.70 1.11
C -3.36 1.41 0.46
C -3.32 0.25 1.16
N -3.02 3.95 0.32
O -3.31 3.94 -0.85
O -2.81 5.02 0.95
H -3.12 -0.58 3.12
H -3.14 1.43 4.28
H -3.33 3.59 3.07
H -3.30 1.27 -0.61
H -3.33 -0.73 0.71
C 5.81 -0.52 -0.06
C 4.73 0.20 -0.47
C 4.86 1.33 -1.25
C 6.17 1.73 -1.59
C 7.31 1.06 -1.10
C 7.14 -0.19 -0.46
N 6.30 2.72 -2.51
O 6.48 2.39 -3.64
O 6.21 3.89 -2.15
H 5.68 -1.46 0.45
H 3.69 -0.02 -0.32
H 3.99 1.90 -1.53
H 8.34 1.30 -1.33
H 7.99 -0.78 -0.16
```

- Net charge: -1
- Energy relative to the best compared isomer or geometry (same formula, charge and spin): 130.6 kJ/mol
- Gap between HOMO and LUMO: 8.5 eV
- Highest occupied orbital energy: -0.27692 hartree
- LUMO: 0.957 eV
- Largest force on an atom: 0.1268 Eh/bohr

---

Entry 2:
The following is a DFT calculation (ωB97M-V/def2-TZVPD) of a structure of composition C30H23BrN6O2Pd.

```
63
Properties=species:S:1:pos:R:3
Pd 0.62 -0.16 0.38
C 0.09 -1.87 2.87
N 1.47 -1.55 2.57
C 2.32 -2.64 2.14
C 1.93 -3.11 0.77
N 1.61 -2.37 -0.25
C 1.29 -3.25 -1.27
C 0.86 -2.98 -2.57
C 0.62 -4.06 -3.40
C 0.79 -5.38 -2.95
C 1.21 -5.66 -1.66
C 1.46 -4.57 -0.84
N 1.86 -4.45 0.48
C -0.92 -1.07 2.06
N -1.28 -1.35 0.82
C -2.36 -0.51 0.56
C -3.11 -0.37 -0.61
C -4.13 0.56 -0.61
C -4.40 1.35 0.52
C -3.67 1.21 1.68
C -2.66 0.26 1.68
N -1.75 -0.14 2.64
H -0.13 -1.71 3.93
H -0.11 -2.92 2.66
H 1.91 -0.99 3.28
H 2.32 -3.50 2.82
H 3.35 -2.26 2.11
H 0.72 -1.96 -2.90
H 0.28 -3.89 -4.41
H 0.59 -6.20 -3.63
H 1.34 -6.68 -1.32
H 2.10 -5.20 1.11
H -2.87 -0.97 -1.48
H -4.73 0.69 -1.50
H -5.21 2.07 0.48
H -3.88 1.82 2.55
H -1.65 0.23 3.57
Br 1.01 5.60 -1.10
C -0.59 4.92 -1.87
C -1.36 5.85 -2.55
C -2.52 5.46 -3.20
C -2.90 4.12 -3.20
C -2.12 3.20 -2.52
C -0.96 3.58 -1.84
C -0.26 2.45 -1.14
O 0.43 2.85 -0.07
O -0.40 1.30 -1.47
H -1.05 6.89 -2.57
H -3.11 6.19 -3.73
H -3.79 3.80 -3.71
H -2.39 2.15 -2.49
N 5.41 -0.09 3.38
C 4.57 0.38 2.76
C 3.48 0.96 2.01
C 2.52 1.75 2.68
C 1.44 2.24 1.98
C 1.29 1.95 0.61
C 2.26 1.17 -0.08
C 3.37 0.70 0.66
H 2.64 1.97 3.73
H 0.71 2.88 2.45
H 2.29 1.17 -1.16
H 4.14 0.13 0.16
```

- Net charge: 0
- Energy relative to the best compared isomer or geometry (same formula, charge and spin): 123.6 kJ/mol
- Gap between HOMO and LUMO: 7.0 eV
- Highest occupied orbital energy: -0.24300 hartree
- LUMO: 0.406 eV
- Largest force on an atom: 0.0191 Eh/bohr

---

Entry 3:
The following is a DFT calculation (ωB97M-V/def2-TZVPD) of a structure of composition C30H23Cl2HfN8 in a non-equilibrium geometry.

```
64
Properties=species:S:1:pos:R:3
Hf 0.28 1.75 0.75
C 0.70 5.94 -0.62
C 0.01 6.07 -1.83
C -0.78 5.02 -2.26
C -0.89 3.84 -1.44
N -0.20 3.74 -0.17
C 0.60 4.80 0.17
N -1.50 2.83 -2.11
C -1.78 1.61 -1.69
N -1.52 1.22 -0.38
C -2.01 -0.04 -0.16
N -2.03 -0.66 1.01
C -1.70 -0.19 2.23
C -1.99 -0.95 3.40
C -1.70 -0.51 4.65
C -1.00 0.72 4.79
C -0.71 1.48 3.68
N -0.90 0.93 2.39
C -2.60 -0.59 -1.42
C -3.26 -1.75 -1.71
C -3.93 -1.79 -2.96
C -3.94 -0.74 -3.81
C -3.23 0.43 -3.55
C -2.56 0.53 -2.32
H 1.44 6.62 -0.22
H 0.15 6.99 -2.44
H -1.45 4.99 -3.11
H 1.24 4.67 1.03
H -2.67 -1.78 3.25
H -1.96 -1.03 5.54
H -0.91 1.35 5.75
H -0.31 2.53 3.71
H -3.27 -2.56 -1.00
H -4.48 -2.67 -3.25
H -4.53 -0.81 -4.70
H -3.25 1.27 -4.26
C 3.28 0.53 -1.95
C 2.23 1.07 -1.21
N 1.40 0.26 -0.42
C 1.63 -1.05 -0.31
C 2.57 -1.63 -1.24
C 3.54 -0.85 -1.93
C 3.01 -2.96 -0.93
C 2.42 -4.07 -0.33
C 1.14 -4.37 0.39
C 0.35 -5.51 0.08
C -0.89 -5.63 0.74
N -1.23 -4.91 1.78
C -0.39 -3.88 2.04
N 0.74 -3.59 1.43
H 3.80 1.23 -2.55
H 1.91 2.10 -1.43
H 0.99 -1.66 0.36
H 4.34 -1.39 -2.41
H 3.99 -3.19 -1.37
H 2.98 -5.03 -0.37
H 0.67 -6.22 -0.65
H -1.64 -6.33 0.38
H -0.69 -3.14 2.80
Cl 2.42 2.01 2.19
C 4.27 1.45 1.96
Cl 4.35 -0.17 2.47
H 4.81 2.13 2.62
H 4.62 1.51 0.93
```

- Net charge: +3
- Energy relative to the best compared isomer or geometry (same formula, charge and spin): 36.1 kJ/mol
- Gap between HOMO and LUMO: 6.0 eV
- Highest occupied orbital energy: -0.60337 hartree
- LUMO: -10.408 eV
- Largest force on an atom: 0.0731 Eh/bohr

---

Entry 4:
The following is a DFT calculation (ωB97M-V/def2-TZVPD) of a structure of composition C30H23ClN8OS3Ti in a non-equilibrium geometry.

```
67
Properties=species:S:1:pos:R:3
Ti 0.15 0.47 -0.65
Cl 6.55 -3.00 0.26
C 5.17 -2.13 -0.20
C 4.78 -2.11 -1.55
C 3.63 -1.45 -1.95
C 2.79 -0.88 -0.96
O 1.62 -0.35 -1.31
C 3.20 -0.81 0.36
C 2.40 -0.20 1.41
N 1.25 0.40 1.18
C 0.56 1.11 2.20
C 0.73 0.82 3.55
C 0.06 1.56 4.51
C -0.77 2.60 4.15
C -0.98 2.83 2.75
C -1.89 3.79 2.23
C -2.20 3.82 0.90
C -1.50 3.00 0.02
N -0.59 2.17 0.45
C -0.31 2.08 1.80
C 4.43 -1.43 0.74
H 5.39 -2.64 -2.28
H 3.32 -1.51 -2.96
H 2.80 -0.30 2.40
H 1.37 0.07 3.89
H 0.24 1.34 5.54
H -1.33 3.17 4.84
H -2.43 4.46 2.92
H -3.00 4.41 0.51
H -1.76 3.05 -1.03
H 4.85 -1.44 1.76
C -1.15 4.51 -3.42
N -1.56 3.17 -3.73
C -2.62 2.81 -4.48
C -2.71 1.45 -4.53
N -1.53 0.98 -3.88
C -0.86 2.06 -3.40
S 0.58 2.20 -2.38
C -1.28 -0.38 -3.64
C -1.66 -1.23 -4.66
C -1.57 -2.60 -4.44
C -1.10 -3.02 -3.22
C -0.83 -2.12 -2.23
N -0.84 -0.81 -2.46
H -0.13 4.72 -3.84
H -1.10 4.63 -2.36
H -1.91 5.17 -3.84
H -3.30 3.49 -4.91
H -3.46 0.80 -4.91
H -1.87 -0.85 -5.66
H -1.80 -3.28 -5.27
H -1.06 -4.08 -3.02
H -0.54 -2.51 -1.25
S 1.83 -3.21 1.71
C 0.87 -3.15 3.04
N 0.83 -4.29 3.87
C 0.03 -4.38 4.93
C -0.79 -3.34 5.30
C -0.77 -2.24 4.40
N 0.06 -2.09 3.37
H 1.45 -5.06 3.62
H 0.09 -5.20 5.59
H -1.50 -3.44 6.10
H -1.38 -1.39 4.64
S -1.41 -0.80 0.75
C -2.53 -0.07 -0.22
N -2.99 0.65 -1.02
```

- Net charge: +2
- Energy relative to the best compared isomer or geometry (same formula, charge and spin): 0.0 kJ/mol
- Gap between HOMO and LUMO (spin up / spin down): 6.2 / 6.2 eV
- Highest occupied orbital energy (spin up / spin down): -0.47473 / -0.47474 hartree
- LUMO (spin up / spin down): -6.683 / -6.682 eV
- Largest force on an atom: 0.0560 Eh/bohr

---

Entry 5:
The following is a DFT calculation (ωB97M-V/def2-TZVPD) of a structure of composition C30H23F4MoN5.

```
63
Properties=species:S:1:pos:R:3
Mo 0.44 -1.24 0.30
C 1.21 -1.40 3.93
C 0.21 -1.63 2.83
C -0.70 -0.62 2.45
C -0.60 0.75 3.08
C -1.71 -0.90 1.49
C -2.81 0.08 1.20
C -1.74 -2.17 0.83
C -2.78 -2.43 -0.22
C -0.78 -3.17 1.17
C -0.85 -4.54 0.57
C 0.22 -2.88 2.15
C 1.26 -3.91 2.48
H 2.19 -1.14 3.53
H 1.33 -2.31 4.52
H 0.89 -0.61 4.60
H -1.15 0.78 4.03
H -1.01 1.52 2.44
H 0.43 1.00 3.30
H -2.74 0.51 0.19
H -2.83 0.90 1.91
H -3.77 -0.43 1.26
H -3.67 -2.88 0.24
H -2.42 -3.11 -0.98
H -3.10 -1.51 -0.71
H -0.06 -4.70 -0.17
H -1.80 -4.73 0.10
H -0.71 -5.29 1.35
H 0.93 -4.52 3.32
H 2.20 -3.44 2.75
H 1.44 -4.58 1.64
N 0.54 -1.43 -1.39
C 0.62 -1.61 -2.76
C 1.85 -1.96 -3.32
C 1.92 -2.13 -4.69
C 0.78 -1.98 -5.48
C -0.44 -1.64 -4.90
C -0.53 -1.45 -3.53
H 2.73 -2.08 -2.70
H 2.87 -2.39 -5.15
H 0.85 -2.12 -6.55
H -1.31 -1.53 -5.52
H -1.47 -1.18 -3.07
F -0.27 1.46 -0.26
C 0.20 2.73 -0.29
C -0.65 3.70 -0.65
F -1.90 3.37 -0.94
C -0.25 5.10 -0.73
C 1.15 5.32 -0.41
C 1.99 4.33 -0.05
F 3.25 4.62 0.24
C 1.58 2.94 0.04
C 2.44 1.95 0.40
C 2.15 0.56 0.57
N 2.41 -0.54 0.90
C 3.84 2.13 0.68
N 4.97 2.18 0.86
F 1.61 6.55 -0.47
C -1.11 6.09 -1.07
C -0.74 7.47 -1.14
N -0.51 8.60 -1.18
C -2.49 5.87 -1.37
N -3.60 5.70 -1.60
```

- Net charge: +2
- Energy relative to the best compared isomer or geometry (same formula, charge and spin): 115.1 kJ/mol
- Gap between HOMO and LUMO (spin up / spin down): 5.9 / 6.0 eV
- Spin multiplicity: 3
- Highest occupied orbital energy (spin up / spin down): -0.53440 / -0.53701 hartree
- LUMO (spin up / spin down): -8.610 / -8.617 eV
- Largest force on an atom: 0.0134 Eh/bohr

---

Entry 6:
The following is a DFT calculation (ωB97M-V/def2-TZVPD) of a structure of composition C30H23I2N3O7PS3W in a non-equilibrium geometry.

```
70
Properties=species:S:1:pos:R:3
W -0.02 -0.09 0.24
I -3.86 3.66 0.04
C -2.86 2.72 1.59
C -3.27 3.09 2.85
C -2.67 2.56 4.00
I -3.34 3.26 5.88
C -1.78 1.47 3.89
C -1.35 0.61 4.96
C -0.66 -0.51 4.72
C -0.20 -0.80 3.37
N -0.57 -0.05 2.38
C -1.38 1.06 2.61
C -2.01 1.62 1.46
O -1.72 1.13 0.29
H -4.09 3.77 2.96
H -1.88 0.79 5.89
H -0.30 -1.15 5.50
H 0.41 -1.69 3.13
S -1.94 -1.61 0.26
C -1.46 -3.22 -0.22
C -2.42 -4.21 -0.54
C -2.01 -5.34 -1.24
C -0.65 -5.49 -1.70
C 0.26 -4.56 -1.28
C -0.13 -3.49 -0.50
S 1.02 -2.27 -0.01
H -3.52 -4.13 -0.43
H -2.77 -6.09 -1.51
H -0.33 -6.41 -2.17
H 1.30 -4.60 -1.58
C 0.76 -1.00 -3.40
P -0.08 0.17 -2.28
C 0.30 1.84 -2.99
C -1.80 -0.14 -2.84
C -2.36 -1.39 -3.15
C -3.72 -1.55 -3.47
C -4.59 -0.48 -3.53
C -4.05 0.76 -3.12
C -2.74 0.91 -2.86
H 0.41 -2.05 -3.29
H 1.83 -1.02 -3.22
H 0.48 -0.71 -4.45
H -0.24 1.97 -3.95
H 1.42 1.97 -3.23
H 0.00 2.63 -2.26
H -1.67 -2.23 -3.12
H -4.06 -2.53 -3.79
H -5.59 -0.54 -3.89
H -4.72 1.66 -3.19
H -2.37 1.96 -2.59
O 2.06 3.33 1.17
N 0.91 3.01 1.11
O -0.04 3.51 1.72
O 0.57 2.05 0.25
O 2.61 0.70 -1.52
C 2.89 0.63 -0.39
N 2.14 0.06 0.61
S 2.94 0.03 2.10
O 3.22 -1.28 2.54
O 2.38 0.90 3.08
C 4.40 0.78 1.52
C 5.56 1.03 2.18
C 6.51 1.82 1.61
C 6.29 2.28 0.34
C 5.17 1.93 -0.42
C 4.17 1.17 0.19
H 5.74 0.59 3.13
H 7.38 2.06 2.18
H 7.07 2.88 -0.16
H 5.02 2.27 -1.47
```

- Net charge: -1
- Energy relative to the best compared isomer or geometry (same formula, charge and spin): 28.6 kJ/mol
- Gap between HOMO and LUMO (spin up / spin down): 6.3 / 6.9 eV
- Spin multiplicity: 3
- Highest occupied orbital energy (spin up / spin down): -0.15328 / -0.18521 hartree
- LUMO (spin up / spin down): 2.093 / 1.893 eV
- Largest force on an atom: 0.0940 Eh/bohr

---

Entry 7:
The following is a DFT calculation (ωB97M-V/def2-TZVPD) of a structure of composition C30H23N4O10W.

```
68
Properties=species:S:1:pos:R:3
W -0.71 1.07 0.46
O -4.73 1.27 -0.50
C -3.75 1.05 0.18
O -2.53 1.26 -0.27
C -3.91 0.52 1.58
C -5.19 0.50 2.09
C -5.44 0.00 3.35
C -4.42 -0.52 4.13
C -3.14 -0.48 3.64
C -2.82 0.02 2.35
O -1.62 -0.08 1.89
N -2.09 -0.99 4.52
O -1.01 -0.44 4.52
O -2.38 -1.94 5.24
N -6.81 -0.01 3.88
O -7.69 0.44 3.17
O -6.99 -0.48 4.99
H -6.00 0.88 1.48
H -4.62 -0.93 5.11
C -0.20 2.94 1.08
C 0.44 2.84 -0.04
C 1.01 2.31 -1.16
C 0.43 2.67 -2.51
C -0.74 2.10 -2.98
C -1.27 2.48 -4.21
C -0.61 3.43 -4.99
C 0.57 3.99 -4.53
C 1.09 3.61 -3.30
C 2.42 1.84 -1.09
C 3.14 1.91 0.10
C 4.46 1.49 0.16
C 5.09 0.99 -0.97
C 4.38 0.90 -2.16
C 3.06 1.32 -2.22
H -1.26 1.36 -2.39
H -2.19 2.04 -4.55
H -1.02 3.72 -5.95
H 1.09 4.73 -5.12
H 2.01 4.06 -2.94
H 2.66 2.29 0.99
H 5.00 1.55 1.10
H 6.12 0.66 -0.93
H 4.86 0.51 -3.05
H 2.52 1.24 -3.15
C 0.82 -2.86 2.71
C 2.04 -2.61 1.83
C 1.68 -2.34 0.37
C 2.95 -2.06 -0.47
C 2.72 -2.04 -1.98
C 1.00 -3.56 -0.23
O 1.48 -4.67 -0.13
N -0.15 -3.34 -0.94
C -0.81 -2.12 -1.14
O -1.79 -2.08 -1.85
N -0.29 -1.04 -0.47
C 0.78 -1.13 0.28
O 1.04 -0.09 0.96
H 1.12 -3.04 3.75
H 0.26 -3.73 2.37
H 0.16 -1.99 2.72
H 2.71 -3.47 1.84
H 2.60 -1.75 2.19
H 3.67 -2.84 -0.21
H 3.36 -1.10 -0.14
H 2.39 -3.02 -2.34
H 3.65 -1.80 -2.49
H 1.98 -1.30 -2.26
H -0.57 -4.14 -1.39
```

- Net charge: -1
- Energy relative to the best compared isomer or geometry (same formula, charge and spin): 0.0 kJ/mol
- Gap between HOMO and LUMO (spin up / spin down): 6.4 / 7.1 eV
- Spin multiplicity: 3
- Highest occupied orbital energy (spin up / spin down): -0.16900 / -0.19414 hartree
- LUMO (spin up / spin down): 1.809 / 1.781 eV
- Largest force on an atom: 0.0194 Eh/bohr

---

Please write out number 7 again, unchanged.
The following is a DFT calculation (ωB97M-V/def2-TZVPD) of a structure of composition C30H23N4O10W.

```
68
Properties=species:S:1:pos:R:3
W -0.71 1.07 0.46
O -4.73 1.27 -0.50
C -3.75 1.05 0.18
O -2.53 1.26 -0.27
C -3.91 0.52 1.58
C -5.19 0.50 2.09
C -5.44 0.00 3.35
C -4.42 -0.52 4.13
C -3.14 -0.48 3.64
C -2.82 0.02 2.35
O -1.62 -0.08 1.89
N -2.09 -0.99 4.52
O -1.01 -0.44 4.52
O -2.38 -1.94 5.24
N -6.81 -0.01 3.88
O -7.69 0.44 3.17
O -6.99 -0.48 4.99
H -6.00 0.88 1.48
H -4.62 -0.93 5.11
C -0.20 2.94 1.08
C 0.44 2.84 -0.04
C 1.01 2.31 -1.16
C 0.43 2.67 -2.51
C -0.74 2.10 -2.98
C -1.27 2.48 -4.21
C -0.61 3.43 -4.99
C 0.57 3.99 -4.53
C 1.09 3.61 -3.30
C 2.42 1.84 -1.09
C 3.14 1.91 0.10
C 4.46 1.49 0.16
C 5.09 0.99 -0.97
C 4.38 0.90 -2.16
C 3.06 1.32 -2.22
H -1.26 1.36 -2.39
H -2.19 2.04 -4.55
H -1.02 3.72 -5.95
H 1.09 4.73 -5.12
H 2.01 4.06 -2.94
H 2.66 2.29 0.99
H 5.00 1.55 1.10
H 6.12 0.66 -0.93
H 4.86 0.51 -3.05
H 2.52 1.24 -3.15
C 0.82 -2.86 2.71
C 2.04 -2.61 1.83
C 1.68 -2.34 0.37
C 2.95 -2.06 -0.47
C 2.72 -2.04 -1.98
C 1.00 -3.56 -0.23
O 1.48 -4.67 -0.13
N -0.15 -3.34 -0.94
C -0.81 -2.12 -1.14
O -1.79 -2.08 -1.85
N -0.29 -1.04 -0.47
C 0.78 -1.13 0.28
O 1.04 -0.09 0.96
H 1.12 -3.04 3.75
H 0.26 -3.73 2.37
H 0.16 -1.99 2.72
H 2.71 -3.47 1.84
H 2.60 -1.75 2.19
H 3.67 -2.84 -0.21
H 3.36 -1.10 -0.14
H 2.39 -3.02 -2.34
H 3.65 -1.80 -2.49
H 1.98 -1.30 -2.26
H -0.57 -4.14 -1.39
```

- Net charge: -1
- Energy relative to the best compared isomer or geometry (same formula, charge and spin): 0.0 kJ/mol
- Gap between HOMO and LUMO (spin up / spin down): 6.4 / 7.1 eV
- Spin multiplicity: 3
- Highest occupied orbital energy (spin up / spin down): -0.16900 / -0.19414 hartree
- LUMO (spin up / spin down): 1.809 / 1.781 eV
- Largest force on an atom: 0.0194 Eh/bohr

---

Question: largest force on an atom of number 5 (C30H23F4MoN5)?
Answer: 0.0134 Eh/bohr